56
Properties=species:S:1:pos:R:3:forces:R:3 method="wB97M-V/def2-TZVPD" orbital_gap_ev=6.14 total_energy_ev=-148957.9856
C 3.840207 -1.531151 -1.051819 0.6463 0.4281 -0.0021
C 3.434564 -0.433271 -2.030540 -0.2916 -0.4887 -0.1791
C 2.019682 -0.613172 -2.586950 0.7480 -0.3925 -0.3427
O 1.212746 0.576903 -2.389051 -0.1196 0.2581 0.6341
N -0.092739 0.261019 -2.062495 1.8452 0.7405 -0.8375
C -0.395770 -0.228717 -0.842304 -0.2072 -1.2926 -1.2877
N -0.042285 0.344913 0.266241 -0.1527 0.6510 1.6694
C 0.652526 1.667936 0.307472 -0.2138 -0.0768 0.0746
C 2.104097 1.568048 0.751922 -0.0348 0.4464 0.3269
C 2.903901 2.867066 0.534412 0.7987 -0.1501 -0.7406
C 2.658641 3.522464 -0.825863 -0.8081 -0.1574 0.0434
C 4.414153 2.522786 0.623451 -1.4809 0.3085 0.4676
P -0.358173 -0.384099 1.848376 1.5061 -2.3641 0.2544
S 0.353933 -2.187469 1.887722 -0.3551 0.4202 0.0279
N -1.102857 -1.393129 -1.013639 -2.2823 0.6538 -0.3337
C -2.386681 -1.529516 -0.298131 -0.3925 -0.5014 0.9767
O -3.174049 -0.365808 -0.470262 0.5378 -0.8319 0.0827
C -3.580224 0.240717 0.710949 -1.2865 -2.2420 0.6077
C -4.273236 -0.529945 1.797414 1.0203 -1.0567 -0.6744
O -3.374584 1.373788 0.823272 0.9339 4.1011 -0.0757
C -1.427349 -1.530307 -2.449787 -0.2362 0.5334 -1.9293
C -0.985508 -0.216230 -3.092707 -0.6101 0.5937 0.2128
Cl -0.386897 -0.290330 -4.737160 0.4573 -0.4486 0.4428
Br -2.404701 1.177422 -3.182648 -0.1039 -0.3470 0.0351
H 3.291154 -1.499948 -0.112880 -0.2494 -0.1209 -0.0217
H 4.890607 -1.370987 -0.808934 0.0720 -0.0567 0.1645
H 3.797682 -2.521450 -1.494010 -0.2879 -0.1461 -0.0326
H 4.108125 -0.462049 -2.881351 0.2374 0.1429 -0.0268
H 3.546853 0.535537 -1.565152 -0.0889 0.3192 -0.0035
H 1.574773 -1.515479 -2.160325 -0.3777 0.2887 0.2921
H 2.089346 -0.788753 -3.656871 -0.1907 0.0729 -0.1294
H 0.501171 2.139899 -0.654351 0.1000 -0.0232 -0.1271
H 0.122116 2.254612 1.054891 -0.2513 0.1565 -0.0918
H 2.100211 1.398840 1.830105 0.1214 -0.2111 0.0778
H 2.633819 0.723694 0.325396 -0.1323 -0.1386 -0.3526
H 2.634506 3.579366 1.313923 0.0401 0.0744 0.0843
H 1.629086 3.878843 -0.876097 -0.0035 0.2351 -0.1474
H 2.767610 2.821680 -1.653920 0.1538 -0.1491 0.0063
H 3.307089 4.371379 -1.020965 0.1368 0.0510 0.1833
H 4.594325 1.748192 -0.112249 0.4348 -0.1390 -0.0554
H 4.975715 3.418181 0.391859 0.3895 -0.0008 0.0806
H 4.612695 2.166675 1.631583 0.4584 -0.1096 -0.0353
H -1.726705 -0.311545 2.159714 0.2224 0.6775 -0.1597
H 0.395649 0.398048 2.740807 -0.5873 0.6546 -0.4570
H -2.945636 -2.374948 -0.678801 0.3092 -0.2874 -0.3330
H -2.199037 -1.770959 0.742097 0.0633 0.1044 0.1240
H -3.889408 -1.546069 1.852436 -0.2990 -0.2294 0.0677
H -4.023930 -0.072366 2.743562 -0.4084 0.2618 0.1809
H -5.340581 -0.621296 1.632391 -0.1448 0.1460 0.0524
H -0.975190 -2.376022 -2.964858 0.5120 -0.0751 0.4053
H -2.480162 -1.586265 -2.714411 -0.2666 -0.3079 0.8638
O -6.058760 -2.263509 5.652941 0.0425 0.0315 -0.0528
Cl -5.926978 -3.106996 4.491453 -0.1912 -0.1482 0.2113
O -7.190453 -3.197195 3.801342 0.0423 0.0390 -0.0530
O -5.482004 -4.420087 4.881213 0.0335 0.0351 -0.0464
O -4.943088 -2.518941 3.591585 0.1914 0.0675 -0.1221